No. 1
Entry from the Open Molecules 2025 dataset: 9 unconnected molecules or ions with the total composition C82H169F3N10O2P3 in a non-equilibrium geometry (ωB97M-V/def2-TZVPD).

Results
- electronic energy (eV) = -142719.0591
- net charge = +7
- HOMO-LUMO gap (eV) = 5.47
- HOMO energy (eV) = -14.73
- LUMO (eV) = -9.26
- 2S+1 = 1

Cartesian coordinates (Å):
C: 7.1185 2.3727 -6.0560
O: 7.1607 1.5177 -7.1866
O: 7.1106 1.4995 -4.9362
C: 8.1028 3.5710 -6.0854
F: 9.2677 3.2776 -6.7336
F: 7.5275 4.5927 -6.7823
F: 8.4221 4.1403 -4.9468
C: 6.9586 2.0617 -8.5066
C: 7.7411 1.0704 -9.2831
H: 8.7463 0.9979 -8.8678
H: 7.2075 0.1288 -9.1544
H: 7.8060 1.2410 -10.3577
H: 7.3809 2.9998 -8.8668
H: 5.9302 1.9112 -8.8348
H: 6.1117 2.7864 -6.1136
C: 13.8480 -1.4081 -5.4334
C: 14.4016 0.0172 -5.5878
N: 14.1474 0.8296 -4.4143
C: 15.0898 1.5340 -3.6460
C: 14.2823 2.2657 -2.7770
N: 12.9731 1.8967 -2.7819
C: 12.8851 1.0337 -3.8978
C: 11.9408 2.3226 -1.8616
H: 14.5060 -1.9436 -4.7490
H: 14.0140 -1.7558 -6.4530
H: 12.8256 -1.4856 -5.0636
H: 13.7637 0.3715 -6.3975
H: 15.4672 0.0428 -5.8159
H: 16.1657 1.5116 -3.7380
H: 14.5999 3.0608 -2.1186
H: 12.0042 0.6040 -4.3513
H: 12.2477 2.1299 -0.8336
H: 11.0832 1.6599 -1.9773
H: 11.6118 3.3561 -1.9703
C: 1.2790 4.8729 -7.0068
C: 2.2511 6.0545 -7.3307
N: 2.0974 7.0681 -6.3937
C: 2.2365 7.0380 -5.0031
C: 1.8717 8.3612 -4.5467
N: 1.5211 9.1390 -5.6729
C: 1.4719 8.3284 -6.7069
C: 1.0906 10.5499 -5.5379
H: 1.3273 4.0395 -7.7076
H: 0.2194 5.1025 -6.8945
H: 1.5528 4.4891 -6.0240
H: 2.0769 6.4246 -8.3410
H: 3.3172 5.8277 -7.3417
H: 2.5575 6.1522 -4.4752
H: 1.8777 8.8282 -3.5728
H: 1.0860 8.6290 -7.6697
H: 0.9442 10.7575 -6.5979
H: 1.9189 11.2254 -5.3239
H: 0.1616 10.7393 -5.0001
C: 14.0622 -9.9587 -13.8595
C: 14.5899 -8.7442 -13.0601
N: 13.5121 -7.7040 -13.0091
C: 13.1419 -6.7878 -14.0261
C: 12.2040 -5.9119 -13.5593
N: 12.0395 -6.2180 -12.1773
C: 12.7407 -7.3866 -11.9267
C: 11.2786 -5.4721 -11.2096
H: 14.8074 -10.7500 -13.9408
H: 13.8629 -9.6330 -14.8804
H: 13.1656 -10.4193 -13.4447
H: 15.4965 -8.3455 -13.5155
H: 15.0114 -9.0819 -12.1133
H: 13.6815 -6.8677 -14.9582
H: 11.6956 -5.0969 -14.0530
H: 12.8756 -7.7991 -10.9378
H: 10.2872 -5.2608 -11.6103
H: 11.8285 -4.5676 -10.9495
H: 11.2656 -6.0771 -10.3030
C: 10.3993 5.5320 -12.7938
C: 11.3237 6.6954 -13.2175
N: 11.2160 6.9233 -14.7002
C: 10.1107 7.3650 -15.3715
C: 10.3693 7.2430 -16.7774
N: 11.6327 6.6297 -16.9030
C: 12.1561 6.4733 -15.6885
C: 12.1268 6.1009 -18.2008
H: 10.3520 5.4911 -11.7056
H: 10.6409 4.5239 -13.1308
H: 9.4070 5.6070 -13.2385
H: 12.3670 6.4688 -12.9978
H: 11.1619 7.6041 -12.6377
H: 9.2904 7.7057 -14.7570
H: 9.9542 7.4799 -17.7459
H: 13.1082 5.9828 -15.5499
H: 13.2018 5.9215 -18.1803
H: 11.7328 6.6431 -19.0603
H: 11.7730 5.0755 -18.3076
C: 3.7510 2.7959 2.3852
C: 3.6951 1.5326 3.2634
N: 4.7283 0.5912 2.8617
C: 5.5420 0.5692 1.7259
C: 6.2897 -0.5891 1.6011
N: 6.1433 -1.2302 2.7923
C: 5.2191 -0.4789 3.5711
C: 6.9764 -2.4207 3.2695
H: 4.6060 3.4117 2.6642
H: 2.9174 3.4550 2.6278
H: 3.6871 2.6443 1.3077
H: 2.7368 1.0243 3.1568
H: 3.8507 1.7791 4.3137
H: 5.5123 1.3842 1.0179
H: 7.0935 -0.7543 0.8989
H: 4.8511 -0.7144 4.5588
H: 7.8374 -2.4421 2.6014
H: 6.4374 -3.3614 3.1572
H: 7.0907 -2.2805 4.3444
C: 12.4702 13.4324 -0.3060
C: 11.4449 12.9436 -1.2972
C: 11.8815 12.6862 -2.7285
C: 12.8166 11.4818 -2.9567
P: 13.0695 11.1890 -4.7739
C: 14.3412 12.1365 -5.5428
C: 15.6363 11.7261 -4.9516
C: 16.8045 12.6781 -5.2499
C: 17.0470 12.7256 -6.7613
C: 13.3339 9.4202 -5.0790
C: 13.4453 8.9222 -6.5520
C: 13.7701 7.4031 -6.7526
C: 15.2830 6.9954 -6.5713
C: 11.5005 11.6012 -5.6759
C: 10.1794 10.8264 -5.3979
C: 9.0293 11.3095 -6.2808
C: 8.7223 12.8663 -6.2310
H: 13.4247 13.0371 -0.6536
H: 12.3112 13.0055 0.6842
H: 12.3513 14.5137 -0.3741
H: 10.5493 13.5643 -1.3234
H: 10.9872 12.0406 -0.8934
H: 12.3590 13.5012 -3.2724
H: 10.9047 12.5537 -3.1937
H: 12.2685 10.5830 -2.6740
H: 13.6950 11.4930 -2.3115
H: 14.0387 13.1717 -5.3845
H: 14.4074 11.9754 -6.6187
H: 16.0071 10.7812 -5.3488
H: 15.4989 11.6030 -3.8773
H: 17.6657 12.3319 -4.6784
H: 16.3971 13.6193 -4.8810
H: 17.8717 13.4258 -6.8942
H: 16.0839 13.0765 -7.1320
H: 17.2800 11.7030 -7.0582
H: 12.4801 8.9289 -4.6122
H: 14.2878 9.2928 -4.5671
H: 14.2880 9.4906 -6.9455
H: 12.6284 9.2471 -7.1963
H: 13.2619 6.9504 -7.6040
H: 13.3642 6.8726 -5.8913
H: 15.4337 5.9202 -6.4754
H: 15.7829 7.4551 -5.7188
H: 15.9316 7.1983 -7.4235
H: 11.7530 11.4500 -6.7254
H: 11.3318 12.6711 -5.5536
H: 9.7818 11.0480 -4.4076
H: 10.1083 9.7482 -5.5412
H: 8.1215 10.7650 -6.0207
H: 9.2694 11.2761 -7.3435
H: 8.1815 13.1790 -5.3378
H: 8.2902 13.2017 -7.1738
H: 9.5930 13.5131 -6.3392
C: 0.1769 -7.5476 -5.6762
C: -0.2397 -6.0784 -5.6484
C: 0.9637 -5.0389 -5.6111
C: 2.2232 -5.5415 -4.8809
P: 3.5212 -4.2436 -4.8760
C: 4.0265 -3.7403 -6.5259
C: 4.1307 -4.7700 -7.7082
C: 3.8809 -4.2999 -9.1888
C: 2.5151 -3.6114 -9.2945
C: 2.7887 -2.6948 -4.1040
C: 1.9268 -2.8279 -2.8066
C: 0.9697 -1.6746 -2.4170
C: -0.0236 -1.8812 -1.1380
C: 4.9374 -4.6582 -3.8150
C: 5.8703 -5.6391 -4.4894
C: 7.2764 -5.3276 -3.9483
C: 8.4498 -6.2675 -4.3961
H: -0.7025 -8.1797 -5.5525
H: 0.8532 -7.7597 -4.8481
H: 0.4871 -7.9222 -6.6517
H: -0.7115 -6.0636 -4.6659
H: -0.9319 -5.7928 -6.4404
H: 0.5323 -4.1710 -5.1124
H: 1.2370 -4.6792 -6.6030
H: 2.6428 -6.4583 -5.2952
H: 2.0386 -5.7182 -3.8213
H: 5.0148 -3.3493 -6.2840
H: 3.5343 -2.8092 -6.8070
H: 3.4456 -5.6178 -7.7035
H: 5.1574 -5.1315 -7.7648
H: 4.0391 -5.1236 -9.8848
H: 4.6952 -3.6106 -9.4120
H: 2.3544 -3.2145 -10.2969
H: 2.3288 -2.9625 -8.4388
H: 1.6802 -4.3100 -9.2389
H: 2.2564 -2.2449 -4.9421
H: 3.6297 -2.0145 -3.9695
H: 2.6004 -3.1786 -2.0247
H: 1.1661 -3.6060 -2.8691
H: 0.3592 -1.5903 -3.3160
H: 1.3979 -0.6722 -2.4100
H: -0.4721 -2.8719 -1.0645
H: -0.7374 -1.0575 -1.1360
H: 0.6068 -1.8144 -0.2512
H: 4.5188 -4.8350 -2.8243
H: 5.2987 -3.6305 -3.7775
H: 5.7609 -5.6159 -5.5736
H: 5.6260 -6.6563 -4.1831
H: 7.0409 -5.3542 -2.8843
H: 7.3345 -4.2653 -4.1858
H: 8.3076 -7.3341 -4.5700
H: 9.1083 -6.4094 -3.5391
H: 9.0357 -5.9729 -5.2667
C: 4.3700 7.0282 -19.9912
C: 3.5049 6.0086 -19.3503
C: 2.5494 5.2512 -20.3162
C: 1.7979 4.0837 -19.6184
P: 2.4582 2.3286 -19.9023
C: 2.7902 2.1414 -21.6556
C: 3.6114 0.9232 -22.1388
C: 3.7212 0.5925 -23.6594
C: 2.7310 -0.5885 -24.1240
C: 4.1058 2.2774 -19.1045
C: 4.1481 2.5176 -17.5726
C: 5.4949 2.8208 -16.9695
C: 6.4136 1.5737 -17.0273
C: 1.3551 1.0764 -19.1639
C: 1.8277 -0.3989 -19.1682
C: 1.4332 -1.2502 -17.9894
C: 0.0103 -1.0444 -17.5091
H: 3.7797 7.9318 -20.1432
H: 4.6514 6.4737 -20.8865
H: 5.2062 7.3414 -19.3661
H: 2.9060 6.4029 -18.5294
H: 4.1673 5.2437 -18.9448
H: 2.9437 4.9701 -21.2928
H: 1.7911 6.0042 -20.5310
H: 0.7642 3.9958 -19.9528
H: 1.5699 4.3422 -18.5843
H: 3.2764 3.0421 -22.0302
H: 1.7657 2.1302 -22.0277
H: 3.3069 -0.0497 -21.7530
H: 4.5663 1.1271 -21.6544
H: 4.6463 0.0707 -23.9045
H: 3.6751 1.4667 -24.3088
H: 1.6584 -0.3968 -24.0930
H: 2.9693 -1.5477 -23.6645
H: 2.9600 -0.8101 -25.1664
H: 4.8252 2.8529 -19.6870
H: 4.3661 1.2209 -19.1682
H: 3.6147 1.7289 -17.0420
H: 3.6302 3.4276 -17.2696
H: 5.2624 2.9984 -15.9196
H: 5.9547 3.7462 -17.3163
H: 7.1667 1.4496 -16.2491
H: 6.9220 1.6261 -17.9901
H: 5.9176 0.6047 -17.0833
H: 0.3275 1.1326 -19.5230
H: 1.4517 1.3690 -18.1184
H: 2.8903 -0.5146 -19.3818
H: 1.3136 -0.7684 -20.0554
H: 2.1873 -1.0879 -17.2192
H: 1.5213 -2.2879 -18.3112
H: -0.7648 -1.4701 -18.1464
H: -0.0116 0.0051 -17.2154
H: -0.0498 -1.5686 -16.5553

Here are the Löwdin charges for atoms 1 to 99, given in e:
1 C -0.49
2 O -0.11
3 O -0.30
4 C -0.56
5 F 0.10
6 F 0.08
7 F 0.15
8 C -0.29
9 C -0.12
10 H 0.08
11 H 0.07
12 H 0.07
13 H 0.11
14 H 0.11
15 H 0.12
16 C -0.06
17 C -0.17
18 N -0.06
19 C 0.05
20 C -0.03
21 N -0.07
22 C 0.06
23 C 0.01
24 H 0.09
25 H 0.09
26 H 0.08
27 H 0.13
28 H 0.14
29 H 0.14
30 H 0.14
31 H 0.16
32 H 0.11
33 H 0.11
34 H 0.11
35 C -0.04
36 C -0.20
37 N -0.08
38 C 0.04
39 C 0.04
40 N -0.10
41 C 0.04
42 C 0.04
43 H 0.08
44 H 0.09
45 H 0.07
46 H 0.13
47 H 0.14
48 H 0.13
49 H 0.13
50 H 0.17
51 H 0.10
52 H 0.11
53 H 0.12
54 C -0.06
55 C -0.14
56 N -0.03
57 C 0.01
58 C 0.02
59 N -0.10
60 C 0.04
61 C -0.01
62 H 0.09
63 H 0.08
64 H 0.08
65 H 0.13
66 H 0.13
67 H 0.14
68 H 0.13
69 H 0.16
70 H 0.11
71 H 0.10
72 H 0.10
73 C -0.07
74 C -0.14
75 N -0.05
76 C 0.00
77 C 0.04
78 N -0.10
79 C 0.04
80 C 0.04
81 H 0.08
82 H 0.08
83 H 0.07
84 H 0.12
85 H 0.13
86 H 0.14
87 H 0.13
88 H 0.16
89 H 0.11
90 H 0.11
91 H 0.10
92 C -0.07
93 C -0.14
94 N -0.03
95 C -0.02
96 C -0.03
97 N -0.07
98 C 0.06
99 C 0.06


No. 2
Entry from the Open Molecules 2025 dataset: a molecular structure, C82H82CsNO4P2Sb2 in a non-equilibrium geometry (ωB97M-V/def2-TZVPD).

Results
- electronic energy (eV) = -128243.9182
- net charge = -2
- HOMO-LUMO gap (eV) = 4.99
- HOMO energy (eV) = -1.50
- LUMO (eV) = 3.48
- 2S+1 = 1

Cartesian coordinates (Å):
Cs: 0.5540 0.5234 -0.2135
C: 0.2086 0.1196 5.9873
Sb: -0.7549 0.3252 4.0448
C: -2.5064 -0.7340 4.7802
C: -1.3333 2.4163 4.4955
C: -2.7921 2.6911 4.5952
C: -3.4971 2.2232 5.7050
C: -4.8647 2.3934 5.8341
C: -5.5599 3.0605 4.8363
C: -4.8682 3.5796 3.7550
C: -3.4857 3.4260 3.6119
C: -2.7967 4.0599 2.4669
Sb: -2.3809 2.7409 0.7026
C: -3.1353 0.9093 1.5951
C: -4.4626 3.1204 0.0836
H: -0.4208 0.5622 6.7600
H: 1.1793 0.6152 5.9729
H: 0.3574 -0.9379 6.2071
H: -2.6968 -0.5169 5.8298
H: -2.2982 -1.7986 4.6614
H: -3.3874 -0.4883 4.1902
H: -0.8552 2.9923 3.7054
H: -0.8262 2.6310 5.4366
H: -2.9446 1.7139 6.4872
H: -5.3842 2.0088 6.7035
H: -6.6321 3.1965 4.9127
H: -5.4070 4.1413 2.9999
H: -1.8318 4.4841 2.7437
H: -3.4073 4.8528 2.0353
H: -3.4862 1.1060 2.6091
H: -2.3713 0.1307 1.6096
H: -3.9686 0.5590 0.9933
H: -5.1363 2.9315 0.9211
H: -4.7282 2.4498 -0.7346
H: -4.5842 4.1533 -0.2513
C: -2.7687 -2.0289 -1.9057
C: -1.5266 -1.1332 -1.8544
P: -0.9707 -0.4612 -3.4909
C: -1.3771 -1.9702 -4.4628
C: -2.5239 -2.1877 -5.2230
C: -2.6988 -3.3812 -5.9109
C: -1.7433 -4.3832 -5.8302
C: -0.6129 -4.1893 -5.0461
C: -0.4265 -2.9916 -4.3753
C: -2.2828 0.7165 -3.9830
C: -2.8488 1.5808 -3.0466
C: -3.5817 2.6894 -3.4424
C: -3.8028 2.9412 -4.7882
C: -3.2593 2.0828 -5.7342
C: -2.4886 1.0031 -5.3367
P: -3.8506 -1.9605 -0.3951
C: -5.1119 -3.1536 -1.0095
C: -5.0455 -4.5379 -0.8497
C: -6.0230 -5.3556 -1.3947
C: -7.0813 -4.8118 -2.1106
C: -7.1610 -3.4346 -2.2703
C: -6.1893 -2.6168 -1.7178
C: -3.0046 -2.9832 0.8671
C: -3.7657 -3.2928 2.0008
C: -3.2127 -3.9998 3.0537
C: -1.8806 -4.3962 2.9979
C: -1.1175 -4.0764 1.8870
C: -1.6676 -3.3669 0.8236
H: -2.4852 -3.0654 -2.1062
H: -3.4503 -1.7162 -2.7035
H: -0.6517 -1.7003 -1.5136
H: -1.6357 -0.2939 -1.1598
H: -3.2953 -1.4305 -5.2694
H: -3.5910 -3.5290 -6.5089
H: -1.8843 -5.3148 -6.3652
H: 0.1272 -4.9762 -4.9623
H: 0.4455 -2.8419 -3.7437
H: -2.6842 1.4133 -1.9890
H: -3.9553 3.3742 -2.6919
H: -4.3720 3.8093 -5.0967
H: -3.4027 2.2821 -6.7901
H: -2.0148 0.3855 -6.0908
H: -4.2201 -4.9701 -0.2979
H: -5.9559 -6.4295 -1.2641
H: -7.8349 -5.4572 -2.5450
H: -7.9860 -3.0012 -2.8235
H: -6.2494 -1.5394 -1.8325
H: -4.8025 -2.9721 2.0417
H: -3.8143 -4.2305 3.9258
H: -1.4456 -4.9488 3.8223
H: -0.0775 -4.3740 1.8285
H: -1.0145 -3.1462 -0.0208
C: 4.8460 5.1749 2.3036
C: 3.5550 4.4026 2.0475
C: 2.4177 4.8846 2.9503
O: 3.1915 4.5791 0.6987
C: 2.8668 3.3051 0.1122
C: 3.0174 2.3183 1.2653
O: 3.7859 3.0306 2.2424
C: 3.6471 0.9323 0.8774
O: 2.7626 0.2419 0.1315
C: 4.9998 1.1190 0.1438
C: 6.0203 1.9743 0.5629
C: 7.2097 2.0633 -0.1479
C: 7.4141 1.2843 -1.2785
C: 6.4069 0.4307 -1.7042
C: 5.2132 0.3569 -1.0013
C: 3.8802 0.1879 2.2257
C: 2.7473 -0.3581 2.8287
C: 2.8419 -1.1523 3.9581
C: 4.0839 -1.4296 4.5146
C: 5.2183 -0.8917 3.9312
C: 5.1171 -0.0907 2.7996
C: 1.4350 3.3803 -0.5569
O: 0.4395 2.8727 0.2044
C: 1.2505 4.8814 -0.9256
C: 0.1569 5.5852 -0.4554
C: -0.0800 6.8943 -0.8615
C: 0.7871 7.5169 -1.7445
C: 1.9028 6.8249 -2.2055
C: 2.1287 5.5212 -1.8017
C: 1.4360 2.7291 -1.9702
C: 0.3588 3.0395 -2.8020
C: 0.3309 2.6449 -4.1273
C: 1.3665 1.8768 -4.6436
C: 2.3987 1.4902 -3.8063
C: 2.4403 1.9192 -2.4839
H: 4.6684 6.2373 2.1368
H: 5.6027 4.8251 1.6023
H: 5.1892 5.0136 3.3267
H: 2.2438 5.9493 2.7901
H: 2.6779 4.7059 3.9951
H: 1.5096 4.3356 2.6930
H: 3.6290 3.1131 -0.6453
H: 2.0216 2.1091 1.6803
H: 5.8768 2.5653 1.4550
H: 7.9836 2.7480 0.1835
H: 8.3533 1.3444 -1.8174
H: 6.5495 -0.1938 -2.5787
H: 4.4113 -0.2995 -1.3145
H: 1.7881 -0.1911 2.3525
H: 1.9441 -1.5740 4.3965
H: 4.1702 -2.0711 5.3841
H: 6.1958 -1.1122 4.3467
H: 6.0182 0.2977 2.3469
H: -0.5140 5.0814 0.2310
H: -0.9479 7.4274 -0.4880
H: 0.6001 8.5322 -2.0763
H: 2.5955 7.3042 -2.8886
H: 2.9951 4.9854 -2.1721
H: -0.4450 3.6466 -2.4007
H: -0.4923 2.9568 -4.7597
H: 1.3610 1.5728 -5.6842
H: 3.2033 0.8713 -4.1875
H: 3.2603 1.5986 -1.8613
N: 0.9031 -2.9347 -1.1760
C: 1.7505 -3.8343 -0.9954
C: 3.2683 -3.7352 -1.0000
C: 3.9651 -3.1508 0.0511
C: 5.3526 -3.1945 0.0822
C: 6.0618 -3.7946 -0.9491
C: 5.3745 -4.3581 -2.0148
C: 3.9870 -4.3409 -2.0286
C: 1.3094 -5.2762 -0.7272
C: 0.1509 -5.7749 -1.3184
C: -0.3203 -7.0410 -1.0071
C: 0.3486 -7.8270 -0.0761
C: 1.5002 -7.3413 0.5274
C: 1.9842 -6.0833 0.1928
H: 3.4159 -2.6560 0.8408
H: 5.8786 -2.7434 0.9137
H: 7.1456 -3.8156 -0.9253
H: 5.9220 -4.8306 -2.8241
H: 3.4436 -4.8124 -2.8417
H: -0.3781 -5.1404 -2.0221
H: -1.2132 -7.4257 -1.4884
H: -0.0290 -8.8116 0.1772
H: 2.0262 -7.9531 1.2527
H: 2.8887 -5.7134 0.6603

Here are the Löwdin charges for atoms 1 to 99, given in e:
1 Cs 1.44
2 C -0.35
3 Sb 1.40
4 C -0.32
5 C -0.30
6 C -0.29
7 C -0.08
8 C -0.11
9 C -0.11
10 C -0.06
11 C -0.29
12 C -0.30
13 Sb 1.45
14 C -0.36
15 C -0.35
16 H -0.01
17 H 0.00
18 H -0.01
19 H -0.01
20 H -0.02
21 H -0.01
22 H 0.03
23 H 0.06
24 H 0.10
25 H 0.09
26 H 0.09
27 H 0.10
28 H 0.04
29 H 0.05
30 H -0.01
31 H -0.06
32 H -0.04
33 H -0.01
34 H -0.02
35 H -0.01
36 C -0.37
37 C -0.52
38 P 1.11
39 C -0.37
40 C -0.11
41 C -0.10
42 C -0.11
43 C -0.09
44 C -0.10
45 C -0.37
46 C -0.09
47 C -0.08
48 C -0.10
49 C -0.10
50 C -0.13
51 P 1.08
52 C -0.37
53 C -0.08
54 C -0.10
55 C -0.11
56 C -0.11
57 C -0.12
58 C -0.39
59 C -0.13
60 C -0.12
61 C -0.10
62 C -0.06
63 C -0.06
64 H 0.09
65 H 0.06
66 H -0.04
67 H -0.06
68 H 0.09
69 H 0.09
70 H 0.09
71 H 0.10
72 H 0.09
73 H 0.06
74 H 0.09
75 H 0.09
76 H 0.10
77 H 0.10
78 H 0.11
79 H 0.10
80 H 0.09
81 H 0.09
82 H 0.10
83 H 0.10
84 H 0.10
85 H 0.10
86 H 0.10
87 H 0.06
88 C 0.01
89 C -0.60
90 C 0.02
91 O -0.01
92 C -0.13
93 C -0.17
94 O -0.01
95 C -0.49
96 O -0.63
97 C -0.13
98 C -0.05
99 C -0.10


> The highest net charge belongs to which entry?

C82H169F3N10O2P3


> The highest HOMO energy belongs to which entry?

C82H82CsNO4P2Sb2